Entry 1:
Density functional theory data (wB97M-V/def2-TZVPD) for a molecular structure, C49H61BaN8O2P2SSe.

Last column: Löwdin charge in e.
Geometry (Å):
Ba1 0.23 -0.93 -0.74  1.79
C1 -5.05 0.93 3.61  -0.12
C2 -5.16 0.45 2.32  -0.10
C3 -4.36 -0.59 1.88  -0.03
C4 -3.46 -1.21 2.75  -0.31
C5 -3.36 -0.71 4.06  -0.04
C6 -4.13 0.35 4.48  -0.10
N1 -2.60 -2.15 2.24  0.10
C7 -2.25 -3.24 2.87  -0.23
C8 -3.03 -3.82 3.92  -0.03
C9 -2.60 -4.89 4.65  -0.09
C10 -1.32 -5.42 4.43  -0.12
C11 -0.54 -4.93 3.43  -0.05
C12 -1.00 -3.92 2.55  -0.25
N2 -0.15 -3.59 1.58  0.09
N3 -0.43 -3.04 0.46  -0.14
C13 -1.55 -3.26 -0.26  -0.41
C14 -2.38 -4.39 -0.08  0.01
C15 -3.32 -4.69 -1.03  -0.06
C16 -3.45 -3.86 -2.14  -0.07
C17 -2.62 -2.75 -2.23  -0.14
N4 -1.70 -2.45 -1.33  -0.07
H1 -5.68 1.74 3.95  0.09
H2 -5.86 0.90 1.63  0.10
H3 -4.44 -0.94 0.86  0.11
H4 -2.64 -1.16 4.73  0.10
H5 -4.01 0.73 5.48  0.10
H6 -4.02 -3.41 4.07  0.11
H7 -3.24 -5.32 5.41  0.10
H8 -0.97 -6.24 5.05  0.09
H9 0.42 -5.37 3.21  0.11
H10 -2.21 -5.03 0.77  0.11
H11 -3.95 -5.57 -0.93  0.10
H12 -4.17 -4.07 -2.91  0.09
H13 -2.70 -2.07 -3.07  0.07
C18 1.62 4.43 -2.49  -0.11
C19 1.44 2.92 -2.35  -0.54
C20 2.79 2.23 -2.28  -0.13
P1 0.35 2.17 -0.99  1.05
C21 -1.21 3.22 -1.25  -0.52
C22 -2.42 2.30 -1.19  -0.14
C23 -1.42 4.38 -0.29  -0.11
C24 1.11 2.70 0.57  -0.31
C25 1.53 4.00 0.80  -0.13
C26 2.17 4.38 1.96  -0.12
C27 2.39 3.42 2.94  -0.10
C28 1.99 2.12 2.75  -0.04
C29 1.35 1.69 1.56  -0.33
N5 1.09 0.40 1.30  -0.21
C30 1.20 -0.52 2.32  -0.38
C31 0.44 -0.42 3.50  -0.04
C32 0.53 -1.38 4.48  -0.08
C33 1.37 -2.47 4.30  -0.11
C34 2.09 -2.61 3.13  -0.11
C35 2.03 -1.64 2.13  -0.34
P2 2.75 -1.80 0.47  0.99
C36 3.86 -3.30 0.64  -0.53
C37 5.05 -3.13 1.59  -0.12
C38 4.33 -3.79 -0.74  -0.11
C39 3.89 -0.30 0.36  -0.52
C40 4.81 -0.40 -0.85  -0.12
C41 4.62 0.13 1.63  -0.09
H14 2.06 4.64 -3.47  0.07
H15 2.30 4.83 -1.74  0.06
H16 0.67 4.97 -2.44  0.05
H17 0.92 2.57 -3.25  0.06
H18 3.30 2.46 -1.34  0.07
H19 3.44 2.55 -3.10  0.08
H20 2.66 1.15 -2.35  0.03
H21 -1.14 3.62 -2.27  0.07
H22 -2.58 1.96 -0.17  0.06
H23 -2.29 1.43 -1.83  0.04
H24 -3.32 2.84 -1.52  0.07
H25 -1.34 4.04 0.74  0.08
H26 -2.42 4.79 -0.44  0.08
H27 -0.71 5.19 -0.44  0.06
H28 1.35 4.75 0.04  0.07
H29 2.51 5.39 2.09  0.09
H30 2.89 3.70 3.86  0.10
H31 2.18 1.39 3.52  0.10
H32 -0.21 0.44 3.62  0.12
H33 -0.06 -1.29 5.38  0.10
H34 1.42 -3.24 5.06  0.10
H35 2.71 -3.48 3.01  0.09
H36 3.19 -4.07 1.04  0.09
H37 5.83 -2.54 1.12  0.06
H38 5.46 -4.10 1.85  0.08
H39 4.74 -2.63 2.51  0.06
H40 4.70 -2.98 -1.36  0.05
H41 3.52 -4.28 -1.27  0.06
H42 5.13 -4.52 -0.62  0.08
H43 3.16 0.48 0.13  0.06
H44 5.63 -1.09 -0.68  0.06
H45 5.24 0.58 -1.06  0.08
H46 4.25 -0.71 -1.73  0.04
H47 5.55 -0.41 1.78  0.06
H48 3.98 -0.02 2.50  0.06
H49 4.85 1.19 1.57  0.08
O1 -1.54 -0.19 0.58  -0.33
H50 -2.00 -0.89 1.09  -0.01
H51 -0.87 0.11 1.21  -0.01
O2 1.03 -4.35 -2.66  -0.07
H52 1.52 -3.80 -2.05  -0.01
H53 1.27 -4.04 -3.54  0.01
Se1 3.34 -1.83 -4.85  0.50
C42 2.19 -1.36 -3.65  -1.09
N6 1.40 -1.03 -2.85  -0.24
N7 -0.01 0.69 -5.11  0.09
C43 -1.19 1.32 -4.88  -0.88
S1 -2.56 0.42 -4.70  0.69
N8 -1.13 2.68 -4.93  0.06
C44 -2.07 3.67 -4.64  -0.26
C45 -3.40 3.43 -4.33  -0.07
C46 -4.25 4.48 -4.03  -0.08
C47 -3.80 5.78 -4.02  -0.10
C48 -2.47 6.03 -4.33  -0.09
C49 -1.61 4.99 -4.63  -0.05
H54 -0.01 -0.30 -4.91  0.06
H55 0.88 1.14 -4.98  0.09
H56 -0.21 3.06 -5.12  0.14
H57 -3.78 2.42 -4.33  0.02
H58 -5.28 4.27 -3.79  0.10
H59 -4.46 6.60 -3.77  0.10
H60 -2.09 7.04 -4.32  0.10
H61 -0.58 5.21 -4.85  0.11

Calculated values
E_HOMO = -4.42 eV
orbital gap = 5.92 eV
LUMO = 1.497 eV
charge = -1
energy above the lowest of the compared OMol25 structures with the same formula, charge and spin = 47.8 kcal/mol
strongest force on any atom = 0.0532 Eh/bohr
energy = -6000.25268 a.u.

Entry 2:
Density functional theory data (wB97M-V/def2-TZVPD) for 5 unconnected molecules or ions with the total composition C49H64BrNO20S3.

Last column: Löwdin charge in e.
Geometry (Å):
C1 6.31 -3.60 2.65  -0.11
C2 6.58 -4.76 1.67  -0.26
C3 6.00 -4.52 0.25  -0.21
C4 4.65 -5.22 0.06  -0.22
C5 3.79 -4.58 -1.04  -0.22
C6 2.34 -5.04 -0.92  -0.21
C7 1.41 -4.30 -1.91  -0.16
C8 0.94 -2.96 -1.31  -0.22
N1 -0.47 -2.93 -0.87  -0.18
C9 -0.94 -4.18 -0.21  -0.19
C10 -1.82 -5.03 -1.12  -0.17
C11 -3.31 -4.63 -1.06  -0.20
C12 -4.15 -5.57 -0.19  -0.20
C13 -3.97 -5.27 1.32  -0.19
C14 -2.87 -6.14 1.98  -0.23
C15 -3.41 -7.06 3.09  -0.27
C16 -2.27 -7.55 3.98  -0.12
C17 -0.70 -1.85 0.02  -1.07
S1 -2.05 -0.94 -0.09  0.74
S2 0.51 -1.56 1.26  0.98
C18 -0.35 -0.65 2.54  -0.46
C19 -0.34 0.90 2.43  -0.23
C20 0.32 1.50 1.20  -0.15
C21 1.84 1.62 1.36  -0.27
O1 2.38 0.94 2.49  -0.18
S3 3.93 0.63 2.28  0.57
O2 4.12 -0.72 2.68  -0.23
O3 4.71 1.63 2.94  -0.21
O4 3.96 0.80 0.73  -0.17
C22 2.78 1.46 0.13  -0.18
C23 2.40 0.52 -1.02  -0.14
C24 2.39 1.24 -2.38  -0.26
C25 1.07 2.01 -2.61  -0.57
Br1 1.36 3.89 -3.00  0.75
H1 5.37 -3.76 3.17  0.07
H2 6.26 -2.66 2.11  0.06
H3 7.11 -3.50 3.37  0.07
H4 6.27 -5.72 2.07  0.10
H5 7.66 -4.80 1.54  0.09
H6 6.72 -4.93 -0.45  0.11
H7 5.89 -3.44 0.12  0.10
H8 4.09 -5.21 1.00  0.11
H9 4.83 -6.26 -0.22  0.12
H10 3.83 -3.49 -0.93  0.11
H11 4.18 -4.86 -2.02  0.12
H12 2.25 -6.13 -0.97  0.12
H13 2.03 -4.76 0.09  0.10
H14 2.04 -4.04 -2.77  0.11
H15 0.60 -4.91 -2.29  0.10
H16 1.03 -2.20 -2.09  0.12
H17 1.65 -2.69 -0.53  0.06
H18 -1.57 -3.87 0.62  0.09
H19 -0.13 -4.75 0.25  0.11
H20 -1.50 -4.87 -2.15  0.10
H21 -1.68 -6.09 -0.92  0.11
H22 -3.72 -4.63 -2.08  0.11
H23 -3.38 -3.60 -0.71  0.08
H24 -5.21 -5.43 -0.42  0.10
H25 -3.89 -6.61 -0.39  0.11
H26 -3.73 -4.21 1.41  0.10
H27 -4.91 -5.44 1.84  0.10
H28 -2.41 -6.77 1.22  0.10
H29 -2.06 -5.51 2.37  0.10
H30 -3.89 -7.91 2.59  0.11
H31 -4.17 -6.53 3.65  0.10
H32 -2.61 -8.09 4.86  0.07
H33 -1.62 -8.21 3.40  0.07
H34 -1.66 -6.69 4.28  0.07
H35 -1.36 -1.04 2.61  0.04
H36 0.16 -0.93 3.46  0.08
H37 -1.37 1.24 2.45  0.10
H38 0.12 1.28 3.35  0.11
H39 0.03 1.03 0.27  0.06
H40 -0.04 2.53 1.14  0.13
H41 2.00 2.67 1.62  0.15
H42 3.09 2.42 -0.26  0.15
H43 3.14 -0.27 -1.08  0.13
H44 1.43 0.05 -0.89  0.07
H45 2.48 0.51 -3.18  0.11
H46 3.25 1.91 -2.46  0.09
H47 0.49 2.00 -1.69  0.03
H48 0.46 1.56 -3.38  0.06
C26 -1.17 4.83 -6.90  0.08
C27 -1.83 5.39 -7.92  -0.23
C28 -1.66 6.85 -8.26  -0.29
O5 -2.29 7.28 -9.22  0.08
C29 -0.79 7.66 -7.44  0.08
C30 -0.13 7.10 -6.42  -0.23
C31 -0.27 5.63 -6.09  -0.30
O6 0.37 5.19 -5.16  -0.06
O7 0.68 7.77 -5.62  0.12
O8 -2.66 4.73 -8.71  0.12
H49 -1.28 3.78 -6.65  0.14
H50 -0.70 8.71 -7.68  0.14
H51 1.02 7.12 -4.97  0.12
H52 -3.00 5.37 -9.36  0.12
C32 -5.32 11.11 -8.80  0.07
C33 -5.94 11.98 -9.61  -0.24
C34 -5.76 11.94 -11.11  -0.32
O9 -6.37 12.76 -11.77  0.10
C35 -4.87 10.95 -11.67  0.07
C36 -4.24 10.08 -10.86  -0.23
C37 -4.45 10.11 -9.37  -0.30
O10 -3.85 9.26 -8.73  0.10
O11 -3.41 9.15 -11.29  0.12
O12 -6.76 12.93 -9.18  0.11
H53 -5.45 11.13 -7.73  0.13
H54 -4.73 10.94 -12.75  0.13
H55 -3.10 8.66 -10.49  0.09
H56 -7.06 13.41 -9.98  0.12
C38 -1.48 0.17 6.78  0.08
C39 -1.55 -0.28 8.05  -0.22
C40 -2.66 -1.19 8.51  -0.31
O13 -2.64 -1.56 9.67  0.11
C41 -3.69 -1.57 7.56  0.08
C42 -3.61 -1.13 6.29  -0.23
C43 -2.49 -0.24 5.83  -0.30
O14 -2.49 0.11 4.66  0.10
O15 -4.51 -1.43 5.36  0.12
O16 -0.67 0.04 8.98  0.11
H57 -0.69 0.82 6.44  0.12
H58 -4.48 -2.21 7.90  0.14
H59 -4.21 -0.98 4.55  0.12
H60 -0.96 -0.41 9.80  0.13
C44 3.23 -0.12 8.81  0.07
C45 2.44 0.68 8.07  -0.24
C46 2.48 0.66 6.56  -0.30
O17 1.71 1.40 5.98  0.09
C47 3.41 -0.23 5.90  0.09
C48 4.20 -1.02 6.64  -0.22
C49 4.14 -1.03 8.15  -0.31
O18 4.88 -1.79 8.74  0.11
O19 5.08 -1.87 6.12  0.12
O20 1.58 1.54 8.60  0.10
H61 3.21 -0.11 9.89  0.14
H62 3.45 -0.22 4.82  0.10
H63 5.51 -2.31 6.88  0.12
H64 1.15 1.98 7.84  0.11

Calculated values
SMILES string = CCCCCCCCN(CCCCCCCC)C(=S)SCCC[C@H]1OS(=O)(=O)O[C@H]1CCCBr.O=C1C=C(O)C(=O)C=C1O.O=C1C=C(O)C(=O)C=C1O.O=C1C=C(O)C(=O)C=C1O.O=C1C=C(O)C(=O)C=C1O
E_HOMO = -8.70 eV
orbital gap = 7.07 eV
LUMO = -1.632 eV
energy above the lowest of the compared OMol25 structures with the same formula, charge and spin = 7.3 kcal/mol
strongest force on any atom = 0.0524 Eh/bohr
energy = -7233.58219 a.u.

Which value of LUMO does entry 2 give? -1.632 eV

What is the orbital gap in the first record? 5.92 eV